A:
# CBrF4N

A cluster of 2 separate species, CBrF4N in total (ωB97M-V with the def2-TZVPD basis set, OMol25).

Positions of all 7 atoms, in Å:
C  0.83242  0.32530  0.44032
N  -1.36584  0.08700  -0.39083
F  0.91244  -0.42163  1.49436
F  0.98252  1.55817  0.68094
F  1.52140  0.08046  -0.68318
F  -1.78732  -1.01780  0.48043
Br  -1.09561  -0.61149  -2.02203

Calculated values
- E_LUMO (spin up / spin down) (eV) = -0.38 / -1.05
- HOMO energy (spin up / spin down) (Ha) = -0.36175 / -0.34419
- HOMO-LUMO gap (spin up / spin down) (hartree) = 0.348 / 0.306
- charge = 0

B:
# CBrF4N

A cluster of 2 separate species, CBrF4N in total (ωB97M-V with the def2-TZVPD basis set, OMol25).

Positions of all 7 atoms, in Å:
C  -1.14073  -0.46422  -0.14688
N  1.23907  0.79930  0.71308
F  -2.31996  -0.10142  0.30247
F  -0.53873  -1.39827  0.47953
F  -1.00562  -0.47942  -1.45640
F  1.54117  2.08186  0.36972
Br  2.22479  -0.43783  -0.26152

Calculated values
- E_LUMO (spin up / spin down) (eV) = -1.21 / -0.06
- HOMO energy (spin up / spin down) (Ha) = -0.32381 / -0.37529
- HOMO-LUMO gap (spin up / spin down) (hartree) = 0.279 / 0.373
- charge = 0

Most stable: A

A:
# H22HeO11

A structure of composition H22HeO11 (ωB97M-V with the def2-TZVPD basis set, OMol25).

Positions of all 34 atoms, in Å:
He  -0.11196  -0.40881  -0.23649
O  -1.94604  2.50568  1.00357
H  -2.90073  2.43850  1.02042
H  -1.77045  3.44474  1.06331
O  0.62557  1.88437  1.81674
H  1.02833  2.10902  0.97796
H  -0.31597  1.91956  1.64794
O  1.37956  -0.43608  3.21272
H  1.22306  0.41778  2.80940
H  1.72320  -0.23137  4.08234
O  3.06284  -1.85091  1.00433
H  2.71007  -2.72548  0.84031
H  2.45234  -1.45912  1.62885
O  2.12070  -0.42816  -1.45921
H  1.78716  0.36060  -1.03161
H  2.23955  -1.05566  -0.74622
O  -2.88670  0.19261  2.68250
H  -3.17683  0.75336  1.96304
H  -3.40120  0.48302  3.43562
O  -2.07291  -1.61181  -2.41656
H  -2.38439  -0.83772  -1.94752
H  -1.41467  -1.99499  -1.83680
O  1.73823  2.46278  -0.51940
H  1.44794  3.21688  -1.03252
H  2.69231  2.53785  -0.50116
O  -0.90826  -3.95658  -0.97500
H  -1.25044  -4.29011  -0.14560
H  -1.43487  -4.39292  -1.64471
O  -2.74390  0.93574  -1.39731
H  -3.61635  1.31583  -1.29443
H  -2.30690  1.10874  -0.56344
O  2.75721  -0.55511  -4.11233
H  3.12353  -1.43913  -4.13552
H  2.53100  -0.41310  -3.19315

Calculated values
- E_LUMO (eV) = -0.52
- HOMO energy (Ha) = -0.36719
- HOMO-LUMO gap (hartree) = 0.348
- charge = 0

B:
# H22HeO11

A structure of composition H22HeO11 (ωB97M-V with the def2-TZVPD basis set, OMol25).

Positions of all 34 atoms, in Å:
He  -6.36732  6.79442  -8.07289
O  -6.57649  10.01860  -9.41299
H  -5.63130  9.97591  -9.55795
H  -6.73639  10.92101  -9.13674
O  -8.37714  4.26232  -5.92035
H  -9.29707  4.27722  -5.65627
H  -8.30173  3.49240  -6.48406
O  -5.75917  5.64931  -12.52510
H  -6.40363  5.67835  -11.81795
H  -5.42263  4.75342  -12.50646
O  -4.93961  4.68930  -6.46475
H  -5.59060  5.22581  -6.01240
H  -4.32613  5.32138  -6.83936
O  -6.88936  6.47944  -5.55495
H  -7.08754  7.21212  -6.13817
H  -7.64744  5.90004  -5.63137
O  -3.85396  9.40562  -9.82166
H  -3.79393  8.70981  -10.47624
H  -3.74607  8.95642  -8.98333
O  -3.37703  6.98414  -7.60881
H  -2.80096  6.61121  -8.27612
H  -2.87152  6.92984  -6.79781
O  -4.20656  8.90168  -5.68891
H  -4.04768  8.20808  -6.32915
H  -3.47898  8.82930  -5.07115
O  -8.06895  8.67715  -7.24189
H  -8.90027  8.59142  -7.70859
H  -7.50926  9.17473  -7.83805
O  -6.26486  3.63525  -8.66404
H  -5.70361  3.87615  -7.92700
H  -5.65581  3.36403  -9.35086
O  -7.26181  5.71959  -10.14488
H  -6.76195  5.10180  -9.61131
H  -7.90155  6.09587  -9.54041

Calculated values
- E_LUMO (eV) = -0.22
- HOMO energy (Ha) = -0.39657
- HOMO-LUMO gap (hartree) = 0.389
- charge = 0

C:
# H22HeO11

A structure of composition H22HeO11 (ωB97M-V with the def2-TZVPD basis set, OMol25).

Positions of all 34 atoms, in Å:
He  -0.28156  0.16470  -0.21792
O  -1.07693  1.89076  2.14496
H  -1.82139  2.29691  1.70106
H  -0.31510  2.37712  1.82984
O  -2.60597  -1.81934  2.60409
H  -2.84280  -1.66857  1.68898
H  -2.28882  -0.97065  2.91287
O  1.24937  3.07014  0.78457
H  1.58526  3.90772  0.46539
H  2.02185  2.50775  0.84140
O  -1.75181  -1.90865  -3.07794
H  -1.18940  -2.16762  -2.34798
H  -2.46378  -1.41627  -2.66940
O  2.11089  0.69572  -3.13469
H  2.96806  1.04890  -2.89647
H  1.48632  1.23082  -2.64499
O  1.32248  -0.09744  2.30662
H  1.88484  0.42973  1.73910
H  0.50158  0.39264  2.35318
O  -3.70343  -1.37254  0.06150
H  -4.02020  -0.47888  -0.06983
H  -4.31208  -1.91848  -0.43623
O  0.25473  2.56337  -2.01474
H  0.14441  2.76959  -1.08655
H  -0.63460  2.41005  -2.33385
O  3.27970  1.12249  0.90109
H  3.94336  1.81068  0.94771
H  3.64777  0.47442  0.30044
O  0.29190  -2.42906  0.87866
H  0.69143  -1.64406  1.25333
H  -0.20475  -2.81365  1.60092
O  0.47124  -3.35789  -1.74336
H  0.46451  -3.11907  -0.81645
H  1.19293  -3.98133  -1.82531

Calculated values
- E_LUMO (eV) = -0.38
- HOMO energy (Ha) = -0.38286
- HOMO-LUMO gap (hartree) = 0.369
- charge = 0

Most stable: B

A:
# C18H18N2

A cluster of 2 separate species, C18H18N2 in total (ωB97M-V with the def2-TZVPD basis set, OMol25).

Positions of all 38 atoms, in Å:
C  -4.48867  2.55068  -2.28654
C  -3.43580  1.98000  -1.38859
C  -3.41783  0.77845  -0.76909
N  -2.26626  0.63451  0.00499
C  -1.55190  1.81145  -0.05897
C  -0.34568  2.18355  0.54274
C  0.12307  3.45593  0.27925
C  -0.60039  4.36950  -0.50286
C  -1.77992  3.97373  -1.10160
C  -2.24532  2.66604  -0.93296
H  -4.26385  2.39430  -3.34522
H  -4.55616  3.63757  -2.20161
H  -5.43943  2.10069  -2.01091
H  -4.05701  -0.08097  -0.70100
H  -2.15664  -0.16292  0.60018
H  0.31036  1.49015  1.05253
H  1.09314  3.74331  0.67134
H  -0.34121  5.41940  -0.53472
H  -2.38905  4.70972  -1.61137
C  1.42520  -0.86823  2.84491
C  1.46586  -1.41910  1.44872
C  0.54051  -1.24734  0.46009
N  0.75776  -2.13783  -0.56446
C  1.88296  -2.87997  -0.28126
C  2.48001  -3.88479  -1.05158
C  3.64212  -4.42327  -0.56078
C  4.16296  -3.99654  0.68289
C  3.49776  -3.08189  1.46271
C  2.31391  -2.48327  0.99824
H  2.30841  -0.24056  3.00319
H  1.47650  -1.66404  3.58166
H  0.52772  -0.27518  2.99744
H  -0.29331  -0.56803  0.39722
H  0.18871  -2.23391  -1.38535
H  2.12216  -3.96618  -2.07233
H  4.33701  -4.98671  -1.17202
H  5.04917  -4.47057  1.07962
H  3.92313  -2.82768  2.42551

Calculated values
- E_LUMO (eV) = 0.68
- HOMO energy (Ha) = -0.29086
- SMILES = Cc1c[nH]c2ccccc12.Cc1c[nH]c2ccccc12
- HOMO-LUMO gap (hartree) = 0.316
- charge = 0

B:
# C18H18N2

A cluster of 2 separate species, C18H18N2 in total (ωB97M-V with the def2-TZVPD basis set, OMol25).

Positions of all 38 atoms, in Å:
C  4.63315  -3.65017  -0.23436
C  3.83646  -2.38579  -0.11168
C  3.88306  -1.30474  -0.92494
N  3.09367  -0.27702  -0.42394
C  2.44097  -0.76518  0.68448
C  1.59834  -0.08934  1.59482
C  1.17721  -0.77303  2.69909
C  1.57624  -2.11268  2.93449
C  2.42846  -2.74196  2.05969
C  2.87998  -2.06440  0.91685
H  4.19357  -4.35489  -0.93785
H  4.73750  -4.11321  0.74824
H  5.64451  -3.44112  -0.59828
H  4.40312  -1.12501  -1.85054
H  2.72672  0.40311  -1.06961
H  1.28692  0.86686  1.19208
H  0.48896  -0.31301  3.40133
H  1.14007  -2.65835  3.75515
H  2.82553  -3.72473  2.27150
C  -1.38117  2.94240  1.17431
C  -1.69507  2.21714  -0.09806
C  -0.81444  1.47731  -0.81627
N  -1.45730  0.91340  -1.92020
C  -2.80162  1.19234  -1.80930
C  -3.85267  0.80130  -2.64761
C  -5.11704  1.14371  -2.22574
C  -5.31570  1.98142  -1.11074
C  -4.25752  2.50691  -0.39422
C  -2.96107  2.12329  -0.77451
H  -1.78525  3.95312  1.14847
H  -0.32068  2.91818  1.41900
H  -1.87086  2.42287  2.00128
H  0.26128  1.46852  -0.93227
H  -1.17074  0.05900  -2.36805
H  -3.69832  0.08421  -3.43871
H  -6.00767  0.73105  -2.67816
H  -6.30958  2.36950  -0.93436
H  -4.43901  3.31902  0.29858

Calculated values
- E_LUMO (eV) = 0.65
- HOMO energy (Ha) = -0.29229
- SMILES = Cc1c[nH]c2ccccc12.Cc1c[nH]c2ccccc12
- HOMO-LUMO gap (hartree) = 0.316
- charge = 0

Most stable: A

A:
# C21H43BiN2P3S

A structure of composition C21H43BiN2P3S (ωB97M-V with the def2-TZVPD basis set, OMol25).

Positions of all 71 atoms, in Å:
Bi  0.72384  0.00013  -0.01058
P  2.09259  1.80017  1.30661
P  -1.36326  0.71384  2.10453
P  -1.29785  2.45402  -0.97902
H  1.42634  -2.52762  -5.37122
C  1.25861  -1.45066  -5.39448
C  2.10062  -0.58348  -4.76771
H  2.84367  -0.91128  -4.04676
C  3.33857  0.73429  2.09407
C  1.51345  2.88700  2.63617
C  3.09660  2.86225  0.22902
C  -2.91233  -0.25901  1.79150
C  -0.94804  -0.08387  3.71015
C  -2.15986  2.22648  2.86841
C  -1.25084  3.02112  -2.74190
C  -1.09543  4.11859  -0.21390
C  -3.13025  2.27877  -0.85226
H  0.44226  -1.09466  -6.02601
H  2.18174  0.43448  -5.15754
H  3.59628  -0.12190  1.44880
H  2.96129  0.37237  3.06342
H  4.22766  1.35941  2.25326
H  1.01538  2.31167  3.43076
H  0.83137  3.65731  2.24720
H  2.40741  3.37454  3.05377
H  3.40745  2.32196  -0.67772
H  3.98676  3.14957  0.80428
H  2.52840  3.76029  -0.05416
H  -3.62397  -0.09325  2.62395
H  -2.63297  -1.32454  1.75512
H  -3.37424  0.04309  0.83761
H  -1.65236  0.25430  4.48369
H  0.07080  0.19589  4.01014
H  -1.01922  -1.17326  3.61671
H  -2.68887  1.91148  3.78918
H  -2.88382  2.70974  2.18931
H  -1.37034  2.94708  3.14548
H  -2.07159  3.71924  -2.93494
H  -1.35692  2.18081  -3.44069
H  -0.28521  3.50238  -2.92612
H  -1.77502  4.81984  -0.72125
H  -0.06063  4.45387  -0.36211
H  -1.31573  4.10503  0.86125
H  -3.58884  3.01232  -1.53232
H  -3.48931  2.44894  0.17176
H  -3.41756  1.26894  -1.17581
C  -0.37066  -1.48658  -3.09268
C  -1.71588  -1.71911  -3.39575
C  -2.16079  -3.04206  -3.49027
C  -1.23906  -4.09406  -3.33599
C  0.07939  -3.84361  -2.92707
C  0.50230  -2.53107  -2.80485
S  0.27576  0.12937  -3.34644
H  -0.54900  0.78124  -2.56095
H  -2.35536  -0.87855  -3.63677
H  -3.21850  -3.26332  -3.73968
H  -1.58169  -5.11198  -3.53418
H  0.75714  -4.66353  -2.66609
H  1.52167  -2.29999  -2.55491
C  1.88613  -3.69362  3.99900
N  1.34937  -3.28447  2.71171
C  0.84656  -4.12276  1.71151
C  0.41281  -3.31676  0.71243
N  0.68013  -1.99630  1.06375
C  1.22216  -2.02633  2.29662
H  1.24742  -4.47647  4.43305
H  2.90205  -4.10313  3.87657
H  1.92650  -2.83035  4.68128
H  0.85299  -5.19357  1.79863
H  -0.07689  -3.56562  -0.20898
H  1.51882  -1.15505  2.87042

Calculated values
- E_LUMO (eV) = -10.96
- HOMO energy (Ha) = -0.57566
- HOMO-LUMO gap (hartree) = 0.173
- charge = +3

B:
# C21H43BiN2P3S

A structure of composition C21H43BiN2P3S (ωB97M-V with the def2-TZVPD basis set, OMol25).

Positions of all 71 atoms, in Å:
Bi  0.03765  -0.48536  0.13325
P  -1.35424  1.32356  1.52793
P  1.27103  -2.12578  1.78818
P  -2.25571  -1.89110  0.14861
H  1.05762  0.27874  -4.31255
C  -0.01246  0.45869  -4.45596
C  -0.68699  1.53911  -4.06474
H  -0.17802  2.44039  -3.71488
C  -0.49935  2.93648  1.63827
C  -1.76040  0.94000  3.27336
C  -2.96102  1.90869  0.87348
C  2.15363  -3.46126  0.88638
C  2.63974  -1.38226  2.74145
C  0.31138  -3.05544  3.04740
C  -3.33743  -1.15831  -1.12495
C  -3.35885  -2.02661  1.59468
C  -1.85210  -3.63237  -0.21195
H  -0.62033  -0.35538  -4.86921
H  -1.78337  1.50437  -4.08193
H  0.04593  3.11024  0.69725
H  0.21358  2.95247  2.47252
H  -1.23207  3.75079  1.76208
H  -0.83260  0.83449  3.85438
H  -2.32612  -0.00100  3.35628
H  -2.35820  1.76476  3.69846
H  -2.80034  2.40327  -0.09584
H  -3.37129  2.64882  1.58069
H  -3.69215  1.10223  0.73581
H  2.60733  -4.10731  1.65962
H  2.95684  -3.03900  0.26048
H  1.48374  -4.05895  0.24401
H  3.24795  -2.19114  3.18287
H  2.24171  -0.74896  3.55262
H  3.28067  -0.77166  2.08052
H  1.05681  -3.62420  3.63489
H  -0.42160  -3.74954  2.59971
H  -0.22003  -2.36047  3.71813
H  -4.08631  -1.89714  -1.43674
H  -2.77730  -0.84081  -2.01538
H  -3.86330  -0.27712  -0.72687
H  -4.15851  -2.71434  1.28338
H  -3.81391  -1.06934  1.87514
H  -2.84892  -2.45381  2.46881
H  -2.78761  -4.17380  -0.41103
H  -1.35205  -4.08472  0.65489
H  -1.17520  -3.76938  -1.06412
C  -2.09516  -3.37667  -5.22234
C  -1.90513  -4.76826  -5.44032
C  -2.15873  -5.32502  -6.71580
C  -2.63594  -4.50285  -7.76126
C  -2.98894  -3.16826  -7.48668
C  -2.73535  -2.63097  -6.22097
S  -1.62461  -2.61164  -3.70493
H  -0.50528  -1.93474  -4.18446
H  -1.50500  -5.38734  -4.63180
H  -1.94389  -6.39464  -6.90924
H  -2.71610  -4.91114  -8.77553
H  -3.41259  -2.54684  -8.27655
H  -2.96673  -1.58849  -6.01334
C  2.69734  1.99865  2.20882
C  2.71459  2.02061  0.71714
N  1.99061  1.34062  -0.17954
C  2.38779  1.76142  -1.45151
C  3.37723  2.68672  -1.31421
N  3.57156  2.83059  0.05705
H  3.60997  1.52061  2.58047
H  2.66746  3.02599  2.59365
H  1.84135  1.42948  2.58583
H  1.88931  1.32602  -2.31640
H  3.94337  3.23646  -2.03499
H  4.23256  3.42140  0.55428

Calculated values
- E_LUMO (eV) = -10.28
- HOMO energy (Ha) = -0.54555
- HOMO-LUMO gap (hartree) = 0.168
- charge = +3

Most stable: B